Entry 1:
DFT (wB97M-V/def2-TZVPD) results for a structure of composition C45H48IN11O4SSeV in a non-equilibrium geometry.

Output
- Frontier orbital gap (spin up / spin down): 6.71 / 6.73 eV
- ΔE to the lowest compared entry with this formula, charge and spin: 0.0 kcal/mol
- HOMO level (spin up / spin down): -9.298 / -9.304 eV

The geometry in ORCA input format:
```
! RIJCOSX wB97M-V def2-TZVPD def2/J DEFGRID3
* xyz 1 3
V -0.29153 1.77164 1.23107
C -3.16909 -3.63717 -5.21904
O -3.54867 -2.84239 -4.10798
C -3.67555 -1.51375 -4.29943
C -3.55542 -0.87945 -5.53035
C -3.70798 0.49618 -5.60349
C -3.93605 1.26468 -4.46943
C -4.09201 0.61102 -3.23597
C -3.97440 -0.75732 -3.16136
N -4.07313 2.65672 -4.73278
N -3.93045 3.55718 -3.89439
C -3.34034 3.40583 -2.62300
C -3.95671 3.98577 -1.53966
C -3.45127 3.85920 -0.23387
C -2.29364 3.15550 -0.00485
O -1.77154 2.87627 1.18894
C -1.57790 2.66065 -1.13500
N -0.38173 2.06185 -0.83692
C 0.36878 1.64480 -1.84006
C 0.00042 1.81897 -3.18254
C -1.20357 2.38831 -3.49027
C -2.05469 2.81158 -2.44711
H -3.04642 -4.64639 -4.83714
H -2.22583 -3.29072 -5.64782
H -3.93962 -3.63624 -5.99339
H -3.35710 -1.43882 -6.43274
H -3.63672 1.00334 -6.55717
H -4.34660 1.17157 -2.34603
H -4.08037 -1.28624 -2.22404
H -4.88704 4.51160 -1.71309
H -3.98976 4.29341 0.59852
H 1.30074 1.16513 -1.57494
H 0.67278 1.48604 -3.96015
H -1.49751 2.52911 -4.52194
C 7.80709 2.12503 3.45908
C 6.51601 1.57481 2.92091
C 6.34312 0.20948 2.71872
C 5.15506 -0.29366 2.20861
C 4.12959 0.58597 1.90270
C 4.27613 1.95374 2.09799
C 5.46282 2.43887 2.61255
S 2.67969 -0.03937 1.11808
O 2.54329 -1.43398 1.44011
O 2.78327 0.30661 -0.28846
N 1.46258 0.83498 1.70101
C 1.09847 0.76775 3.02833
C 1.75428 0.16927 4.10978
C 1.15962 0.25373 5.35104
C -0.05075 0.92986 5.51609
C -0.64119 1.48712 4.40550
N -0.07989 1.40457 3.19628
H 8.57326 1.35474 3.52077
H 7.65948 2.53917 4.45803
H 8.17796 2.92869 2.82256
H 7.14776 -0.47374 2.95992
H 5.00937 -1.35433 2.04937
H 3.45845 2.62003 1.85455
H 5.57782 3.50288 2.78311
H 2.67974 -0.36657 3.96034
H 1.63525 -0.21365 6.20345
H -0.51957 1.01262 6.48531
H -1.58722 2.01237 4.45736
I 2.72114 6.90726 3.23012
C 2.02992 5.33427 2.08609
C 2.39606 5.02733 0.79560
N 1.70116 3.92966 0.45232
N 0.91052 3.50551 1.44897
C 1.09663 4.35311 2.45000
H 3.08249 5.51365 0.12394
H 1.73989 3.40376 -0.40735
H 0.57812 4.22978 3.38605
C -4.70265 0.56156 1.35288
C -4.12268 -0.67569 0.66840
N -3.13277 -1.38651 1.47765
C -3.61639 -2.46126 2.34613
C -3.93364 -1.99594 3.77138
C -1.87899 -0.91694 1.58251
C -0.87824 -1.72585 2.34787
N -1.48276 0.16788 0.97441
H -5.30893 1.13005 0.64663
H -3.91026 1.21591 1.72013
H -5.33534 0.27929 2.19396
H -3.66205 -0.40787 -0.28514
H -4.91537 -1.38416 0.43364
H -2.88089 -3.26262 2.36819
H -4.51504 -2.86750 1.88646
H -3.19301 -1.27606 4.12043
H -3.93566 -2.84537 4.45430
H -4.91375 -1.52281 3.82437
H -0.90539 -2.75291 1.98506
H -1.07220 -1.73280 3.42147
H 0.11779 -1.34540 2.15613
H -2.18753 0.51508 0.32995
C -0.14167 -4.90544 -2.20341
N 0.96497 -3.97737 -2.13827
C 0.86434 -2.65742 -1.83846
Se -0.67705 -1.69686 -1.63737
N 2.12037 -2.15700 -1.80799
C 3.04429 -3.16200 -2.06003
C 4.42510 -3.15115 -2.15736
C 5.04534 -4.35328 -2.46198
C 4.30850 -5.52245 -2.65936
C 2.92437 -5.52914 -2.56864
C 2.30789 -4.32427 -2.27388
H -1.04310 -4.35293 -2.46046
H -0.28428 -5.39829 -1.24076
H 0.06011 -5.65268 -2.96876
H 2.33400 -1.26141 -1.38291
H 4.98721 -2.23765 -2.01526
H 6.12290 -4.39021 -2.54656
H 4.83012 -6.44220 -2.88612
H 2.35483 -6.43751 -2.71063
*
```


Entry 2:
DFT (wB97M-V/def2-TZVPD) results for a structure of composition C45H49BrClNO8RbTe in a non-equilibrium geometry.

Output
- Frontier orbital gap (spin up / spin down): 5.69 / 6.32 eV
- ΔE to the lowest compared entry with this formula, charge and spin: 29.2 kcal/mol
- HOMO level (spin up / spin down): -2.147 / -2.783 eV

The geometry in ORCA input format:
```
! RIJCOSX wB97M-V def2-TZVPD def2/J DEFGRID3
* xyz -2 2
Rb 0.43014 -2.16705 -0.07816
C 4.83525 -3.10014 -0.11352
O 4.17507 -1.84479 -0.07194
C 4.76932 -0.91998 0.79213
C 3.93377 0.35970 0.77650
O 2.55128 0.14254 0.89491
C 2.05905 -0.00155 2.21244
C 2.44110 -1.33334 2.88110
O 1.34828 -2.02153 3.44491
C 0.64990 -1.30341 4.43394
H 5.67342 -3.06940 -0.82349
H 4.10156 -3.84652 -0.41162
H 5.21979 -3.37589 0.87450
H 5.79383 -0.67307 0.46776
H 4.84097 -1.33895 1.80562
H 4.08112 0.84615 -0.18814
H 4.28524 1.03469 1.57007
H 0.97227 0.03438 2.10252
H 2.38415 0.85638 2.81817
H 3.21659 -1.17390 3.64861
H 2.82004 -2.01309 2.11552
H 1.32381 -1.00378 5.25201
H -0.11899 -1.97137 4.81565
H 0.15493 -0.41852 4.02397
Cl -2.05740 -5.05092 -6.82735
C -1.56985 -3.98478 -5.52309
C -0.66498 -2.94397 -5.78503
C -0.29405 -2.09229 -4.78397
C -0.79235 -2.19983 -3.43166
O -0.47182 -1.36619 -2.54896
C -1.67370 -3.32635 -3.20505
C -2.15264 -3.66425 -1.88386
O -1.89621 -3.11894 -0.82641
C -2.05023 -4.17482 -4.25728
H -0.26090 -2.83160 -6.78403
H 0.40957 -1.29182 -4.98284
H -2.82683 -4.55380 -1.87816
H -2.72760 -4.99485 -4.04341
C -0.66493 6.39420 -5.02652
C -0.70747 5.24417 -4.05168
C -0.21947 3.99102 -4.39388
C -0.23465 2.92955 -3.49108
C 0.30385 1.58995 -3.92976
C -0.73037 3.10773 -2.18937
Te -0.60800 1.21548 -0.74035
N -1.01995 0.04405 0.89518
C -2.01226 -0.53493 1.53445
O -1.82537 -1.41114 2.40963
C -3.46781 -0.06805 1.36296
C -4.30677 -0.30109 2.45176
C -5.62363 0.13087 2.45138
C -6.13469 0.79741 1.34612
C -5.31962 1.00779 0.24441
C -3.99970 0.57622 0.25103
C 0.38399 2.55583 0.61848
C -0.10173 2.88960 1.89217
C -1.47787 2.54437 2.39164
C 0.70459 3.61623 2.76974
C 1.98311 4.02537 2.43568
C 2.85562 4.74560 3.43009
C 2.43417 3.74203 1.15408
C 1.65611 3.03519 0.24684
C 2.20737 2.81878 -1.13680
C -1.28686 4.35413 -1.87064
C -1.94572 4.58943 -0.53355
C -1.25620 5.40364 -2.78640
H -0.12531 6.11422 -5.93184
H -0.16701 7.26078 -4.58575
H -1.67352 6.70395 -5.31233
H 0.18894 3.83803 -5.39003
H 0.56547 1.60140 -4.98978
H -0.42615 0.79827 -3.75801
H 1.19158 1.31386 -3.35615
H -3.88416 -0.83023 3.29576
H -6.25449 -0.05441 3.31363
H -7.16436 1.13640 1.33867
H -5.71265 1.51547 -0.62909
H -3.38650 0.73364 -0.62267
H -2.17086 2.37589 1.57353
H -1.85776 3.34956 3.02492
H -1.45525 1.62995 2.98526
H 0.30853 3.87064 3.74915
H 2.28542 5.01391 4.31988
H 3.27885 5.65765 3.00367
H 3.68931 4.11043 3.74111
H 3.42238 4.07919 0.85268
H 3.21765 3.22311 -1.21840
H 1.57456 3.30958 -1.87634
H 2.22365 1.75220 -1.37054
H -2.52021 3.70994 -0.24510
H -2.61728 5.44968 -0.57238
H -1.19903 4.76802 0.24305
H -1.67424 6.36866 -2.50790
Br 0.98541 -8.77135 1.39389
C 0.10207 -7.13795 1.84134
C -1.11552 -7.29570 2.48947
C -1.86299 -6.18207 2.83171
C -1.39727 -4.91746 2.51579
C -0.18813 -4.77539 1.85858
C 0.60062 -5.87611 1.50425
C 1.95128 -5.60754 0.77523
O 2.85617 -6.44029 0.92444
O 2.00744 -4.51964 0.14869
H -1.47270 -8.29164 2.71658
H -2.81634 -6.31028 3.33155
H -1.96647 -4.02765 2.75956
H 0.16018 -3.78336 1.61598
*
```


Entry 3:
DFT (wB97M-V/def2-TZVPD) results for a structure of composition C45H49CdF3N4O7Si.

Output
- Frontier orbital gap: 6.07 eV
- HOMO level: -2.052 eV

The geometry in ORCA input format:
```
! RIJCOSX wB97M-V def2-TZVPD def2/J DEFGRID3
* xyz -2 1
Cd -0.50174 0.20788 -0.96399
C 1.55204 0.23595 0.27468
Si 3.01970 0.98222 -0.44340
C 3.37086 0.37264 -2.20455
N 2.20611 0.44089 -3.09211
C 2.25197 -0.50316 -4.21850
C 3.02641 0.05934 -5.40924
C 2.32891 1.34546 -5.92691
C 1.31453 1.87729 -4.90456
C 1.91544 1.82983 -3.50981
C 4.68188 0.64703 0.46542
C 5.27158 1.58125 1.32784
C 6.42733 1.28930 2.05031
C 7.03388 0.04571 1.92521
C 6.47496 -0.90127 1.07429
C 5.31700 -0.60011 0.36053
C 2.90244 2.86461 -0.44716
C 1.90995 3.50821 0.30338
C 1.83046 4.89808 0.35565
C 2.75262 5.67231 -0.33819
C 3.75347 5.05308 -1.08505
C 3.82319 3.66587 -1.13538
H 1.21127 0.77819 1.16276
H 1.73907 -0.80730 0.55348
H 3.66552 -0.68106 -2.09418
H 4.24801 0.89509 -2.63802
H 1.23549 -0.72845 -4.52739
H 2.69106 -1.43460 -3.86037
H 3.09630 -0.69789 -6.19517
H 4.05183 0.28427 -5.09739
H 1.82678 1.15566 -6.87980
H 3.08140 2.11783 -6.11470
H 0.39837 1.28610 -4.91872
H 1.03977 2.90802 -5.13961
H 1.24958 2.31040 -2.78635
H 2.84601 2.42206 -3.51024
H 4.81656 2.56262 1.43618
H 6.85477 2.03531 2.71224
H 7.93258 -0.18458 2.48589
H 6.93719 -1.87763 0.97129
H 4.89171 -1.36511 -0.28762
H 1.16349 2.91464 0.82611
H 1.03637 5.36900 0.92486
H 2.68889 6.75337 -0.30634
H 4.47041 5.65241 -1.63448
H 4.61086 3.19616 -1.72225
C -4.89493 -3.44700 3.13245
O -3.94144 -4.05788 4.01929
C -3.11381 -3.19694 4.68224
C -3.07602 -3.25584 6.06405
C -2.23679 -2.41864 6.78806
C -1.43030 -1.51911 6.10070
C -1.44664 -1.47611 4.71238
C -2.28381 -2.32053 3.97656
N -2.32238 -2.35675 2.58371
C -1.87669 -1.36047 1.69836
N -2.24705 -0.12606 2.11939
C -2.04774 1.22377 1.66869
C -1.45392 1.61961 0.47180
C -1.40634 3.00656 0.25674
C -1.90908 3.94664 1.14710
C -2.49753 3.51852 2.33151
C -2.55432 2.16288 2.57701
O -3.16394 1.67366 3.72263
C -2.70014 2.23726 4.93925
N -1.25726 -1.63757 0.61268
C -1.01444 -2.96570 0.21581
C 0.27868 -3.35955 -0.12788
C 0.55389 -4.64461 -0.57000
C -0.47283 -5.57623 -0.68813
C -1.76877 -5.19708 -0.36914
C -2.04115 -3.90530 0.06322
O -3.32201 -3.61202 0.43285
C -3.92875 -2.45328 -0.22043
H -5.85122 -3.94251 3.29756
H -4.59530 -3.56405 2.09294
H -5.00020 -2.38250 3.35104
H -3.73117 -3.96619 6.55640
H -2.22053 -2.46583 7.86993
H -0.76559 -0.85405 6.64051
H -0.78620 -0.79912 4.18097
H -2.55303 -3.23675 2.15032
H -2.80171 -0.14520 2.95491
H -0.96688 3.37745 -0.66502
H -1.86720 5.00840 0.91491
H -2.92281 4.22169 3.03835
H -3.12049 3.23206 5.11117
H -1.60911 2.31502 4.94450
H -3.01880 1.57593 5.74393
H 1.06154 -2.61333 -0.06495
H 1.57046 -4.91240 -0.83717
H -0.26920 -6.58504 -1.03204
H -2.60095 -5.88862 -0.45616
H -4.82615 -2.79769 -0.73453
H -3.25331 -1.98964 -0.93183
H -4.20122 -1.70758 0.52400
F -1.82101 2.00015 -2.81308
C -3.13716 2.30194 -2.88734
F -3.26289 3.57400 -2.44766
F -3.43394 2.31447 -4.20494
C -4.07690 1.33963 -2.10886
O -5.27252 1.65992 -2.24013
O -3.50739 0.41665 -1.48568
C -2.02262 -2.74174 -4.00670
C -1.30820 -1.47161 -3.58321
O -1.04116 -0.61592 -4.43477
O -1.04932 -1.44554 -2.32455
H -2.11995 -2.78056 -5.09094
H -3.01631 -2.75924 -3.54658
H -1.47232 -3.61137 -3.63487
*
```